(1)
26
Properties=species:S:1:pos:R:3:forces:R:3:nbo_charge:R:1 method="wB97M-V/def2-TZVPD" lumo_ev=0.13 gap_ev=9.004 de_lowest_kcal_mol=110.9 e_tot_ev=-17990.585
C 1.760 1.023 -1.328 -2.439 -0.674 0.821 -0.24
C -0.197 -0.693 1.711 1.318 0.456 -0.032 -0.42
H -1.045 -1.266 1.401 -0.502 -0.195 -0.950 0.22
H -1.224 1.227 2.143 1.722 -0.745 -1.798 0.21
C 2.887 0.798 -0.732 -0.037 0.186 -0.469 0.37
C -0.335 0.822 1.447 -3.747 -0.230 -0.134 -0.38
C 2.321 -0.805 1.154 1.374 1.278 -0.343 0.35
N 3.888 0.291 -0.211 -0.468 0.908 0.221 -0.28
H 0.514 1.292 1.816 1.700 1.008 0.551 0.20
H 0.094 2.442 -1.674 -0.554 0.174 -1.364 0.22
H 1.137 -0.092 -3.175 -0.233 -0.061 1.273 0.18
N 0.024 -3.079 -0.179 -3.014 0.295 -2.420 -0.12
N 0.854 -1.280 -1.562 -0.440 -3.321 0.356 -0.42
C 0.533 1.940 -0.857 3.306 -0.860 0.324 -0.38
H 1.929 -2.509 -0.252 0.932 -0.585 -1.054 0.24
C 0.986 -2.028 -0.362 0.482 1.622 2.098 0.03
N -0.942 -2.901 -0.992 0.232 -2.190 1.913 -0.32
H -1.378 1.696 -0.370 -2.042 1.349 0.689 0.22
H -0.233 -0.926 2.770 0.610 0.284 0.405 0.23
H 1.113 2.760 -0.393 -0.982 -0.293 0.846 0.23
H -1.653 -3.726 -0.873 1.551 1.486 0.147 0.32
C -0.546 1.138 -0.099 1.409 0.037 1.262 -0.43
N 3.509 -0.476 0.958 -0.483 -1.650 1.038 -0.30
C 1.206 -0.219 -2.043 1.472 2.434 -1.945 0.20
C 1.095 -1.211 1.047 -1.769 -0.144 -1.131 -0.16
H -0.831 0.227 -0.602 0.604 -0.571 -0.304 0.22

---

(2)
27
Properties=species:S:1:pos:R:3:forces:R:3:nbo_charge:R:1 method="wB97M-V/def2-TZVPD" lumo_ev=-4.30 smiles="CC1(C)C[C@@H]2C=N[C@H]3N4C=[NH+][C@@H]1[C@]234" gap_ev=9.542 de_lowest_kcal_mol=111.6 e_tot_ev=-15056.575 total_charge=+1
C -2.346 0.435 -1.091 -1.052 -1.111 3.124 -0.62
C -0.362 1.574 0.010 2.342 -0.246 -3.347 -0.38
H -2.016 0.796 1.759 -0.258 0.617 0.830 0.24
C 1.059 1.228 0.598 -4.852 -4.601 0.443 -0.32
H -2.811 -0.524 -1.120 -0.644 -0.921 -0.167 0.21
H -0.659 2.415 0.572 -1.516 0.973 0.049 0.25
H 1.045 1.090 1.710 -0.335 0.280 -0.655 0.26
H -2.120 0.653 -2.051 1.504 0.852 -2.997 0.22
H 1.672 -3.230 0.558 0.180 -1.401 0.411 0.24
C 1.008 -0.155 -0.123 2.588 -0.463 -0.872 0.11
N 3.136 0.829 -0.297 0.513 1.176 -0.109 -0.37
C -0.232 -0.871 -0.666 0.489 3.665 3.558 -0.10
H 2.553 -0.741 -1.672 0.107 0.463 0.393 0.24
H -0.628 -0.357 1.753 -1.792 -0.290 0.554 0.20
C 2.347 -0.255 -0.708 0.006 -0.773 -1.661 0.13
C 2.353 1.663 0.283 2.313 0.269 -1.104 0.17
N -0.013 -2.171 -0.064 -3.563 -1.397 1.576 -0.51
N 1.995 -1.229 0.340 -1.252 0.026 0.571 -0.38
H -2.438 -0.786 1.315 -0.680 -1.589 0.404 0.23
C 1.238 -2.326 0.253 0.929 0.542 0.645 0.41
H -3.138 1.096 -0.823 -0.444 0.803 0.605 0.24
C -1.645 -0.100 1.319 2.295 0.889 -0.439 -0.63
H 2.649 2.612 0.630 0.990 1.004 0.276 0.22
H -0.851 -2.690 0.424 2.411 0.698 -1.617 0.47
H -0.399 -0.999 -1.683 0.148 0.076 -1.987 0.23
H -0.163 1.761 -1.154 -0.419 0.562 2.510 0.22
C -1.232 0.281 -0.070 -0.005 -0.101 -0.995 0.03